ORCA calculation (ωB97M-V/def2-TZVPD) on a molecular structure, C41H54N3O3P2Ti.

Values from the calculation:
Total charge ... -1
LUMO level (spin up / spin down) ... 2.3 / 2.2 eV
Energy ... -95705.5953 eV
2S+1 ... 3
M ... 746.72 g mol⁻¹
Gap between HOMO and LUMO (spin up / spin down) ... 4.367 / 6.327 eV
Energy relative to the best compared isomer or geometry (same formula, charge and spin) ... 0.0 kcal/mol

Positions of all 104 atoms, in Å:
Ti 0.7772 -0.8026 0.8538
O 0.4455 -2.6346 0.6034
C 1.1859 -3.7100 0.8222
C 0.5802 -4.9525 0.9966
C 1.3368 -6.1066 1.1347
C 2.7304 -6.0305 1.0945
C 3.3414 -4.8030 0.9362
C 2.6041 -3.6091 0.8111
C 3.2900 -2.3636 0.6825
N 2.7041 -1.1572 0.6860
C 3.5921 -0.0030 0.5796
C 2.8229 1.2921 0.9400
N 1.5426 0.9359 1.5223
C 1.1945 1.5962 2.6445
C 0.3031 1.0985 3.6314
C -0.1432 1.9227 4.6870
C -0.9129 1.4341 5.7234
C -1.2495 0.0785 5.7520
C -0.8206 -0.7606 4.7311
C -0.0727 -0.2796 3.6555
O 0.3240 -1.1040 2.7036
H -0.5027 -4.9875 1.0014
H 0.8436 -7.0621 1.2655
H 3.3312 -6.9265 1.1921
H 4.4247 -4.7372 0.9130
H 4.3768 -2.3995 0.6203
H 3.9801 0.0664 -0.4422
H 4.4518 -0.1395 1.2477
H 2.6875 1.9107 0.0498
H 3.4149 1.8716 1.6583
H 1.6901 2.5462 2.8544
H 0.1436 2.9707 4.6734
H -1.2424 2.0971 6.5146
H -1.8405 -0.3219 6.5671
H -1.0512 -1.8190 4.7445
C -2.6793 -2.3830 2.1814
C -3.0536 -1.6452 0.8934
C -4.5562 -1.3614 0.8860
P -1.8845 -0.2278 0.5672
C -2.5750 1.3640 1.2437
C -3.0549 1.2390 2.6931
C -3.6077 2.1193 0.4150
C -1.9311 -0.0838 -1.2458
C -3.1101 0.0902 -1.9708
C -3.1576 0.1543 -3.3533
C -4.4567 0.3224 -4.0955
C -1.9392 0.0353 -4.0219
C -0.7543 -0.1537 -3.3461
C -0.7002 -0.2338 -1.9297
N 0.4748 -0.4509 -1.2576
C 1.5860 -0.7520 -2.1044
C 1.8437 -2.0659 -2.5291
C 0.8368 -3.1714 -2.3604
C 3.0254 -2.3435 -3.2086
C 3.9341 -1.3522 -3.5510
C 5.2048 -1.6824 -4.2897
C 3.6006 -0.0418 -3.2403
C 2.4358 0.2738 -2.5474
C 2.0512 1.7181 -2.3707
H -3.1950 -3.3474 2.2179
H -2.9899 -1.8066 3.0564
H -1.6061 -2.5523 2.2576
H -2.8271 -2.2993 0.0449
H -4.8447 -0.7383 1.7312
H -5.0972 -2.3077 0.9846
H -4.9058 -0.8824 -0.0271
H -1.6599 1.9640 1.2444
H -4.0895 0.8946 2.7384
H -3.0205 2.2190 3.1761
H -2.4445 0.5674 3.2940
H -4.5519 1.5747 0.3376
H -3.2483 2.3356 -0.5901
H -3.8303 3.0686 0.9152
H -4.0439 0.1923 -1.4325
H -5.2571 0.6201 -3.4160
H -4.7716 -0.6036 -4.5854
H -4.3812 1.0874 -4.8723
H -1.9185 0.0880 -5.1071
H 0.1625 -0.2517 -3.9116
H 0.3674 -3.3758 -3.3277
H 0.0591 -2.9059 -1.6530
H 1.3154 -4.0901 -2.0167
H 3.2332 -3.3745 -3.4820
H 5.5824 -2.6647 -4.0026
H 5.9842 -0.9478 -4.0821
H 5.0459 -1.6959 -5.3713
H 4.2628 0.7654 -3.5438
H 2.9297 2.3390 -2.1707
H 1.3161 1.8479 -1.5792
H 1.5960 2.0852 -3.2973
C -1.2789 5.1407 0.9132
P -0.1213 4.3940 -0.2483
C 1.5058 4.9581 0.2825
C -0.4115 5.2193 -1.8259
O -0.2340 2.9193 -0.3248
H -1.1547 6.2225 0.9753
H -1.1150 4.6939 1.8953
H -2.2948 4.9051 0.5948
H 1.5618 6.0464 0.3357
H 2.2482 4.5857 -0.4246
H 1.7208 4.5276 1.2607
H -0.3993 6.3057 -1.7303
H -1.3766 4.8933 -2.2144
H 0.3620 4.9050 -2.5274

---

ORCA calculation (ωB97M-V/def2-TZVPD) on 9 unconnected molecules or ions with the total composition C41H55F4NO10 at a distorted geometry.

Values from the calculation:
SMILES ... C[N+](=O)[O-].CCOC(C)=O.CCOC(C)=O.CCOC(C)=O.CCOC(C)=O.Fc1ccccc1.Fc1ccccc1.Fc1ccccc1.Fc1ccccc1
LUMO level ... 0.3 eV
Energy ... -76241.5357 eV
M ... 797.88 g mol⁻¹
Gap between HOMO and LUMO ... 9.015 eV

Positions of all 111 atoms, in Å:
C 2.7061 3.0660 -5.1589
N 1.5605 2.2151 -5.5545
O 0.4761 2.5765 -5.1973
O 1.7841 1.1669 -6.0937
H 2.6484 3.1716 -4.0827
H 2.6577 4.0379 -5.6459
H 3.6399 2.6173 -5.4744
C -4.6126 -0.2975 -8.7207
C -4.4661 0.4674 -7.4160
O -3.1493 0.5038 -6.9249
C -2.5987 -0.6322 -6.4609
C -1.1382 -0.4487 -6.0852
O -3.2154 -1.6708 -6.4055
H -4.1354 -1.2707 -8.6233
H -4.1584 0.2131 -9.5698
H -5.6736 -0.4548 -8.9263
H -4.8782 1.4762 -7.4895
H -5.1404 0.0142 -6.6685
H -0.7986 -1.4079 -5.7117
H -0.9389 0.3570 -5.3935
H -0.5180 -0.3000 -6.9746
C 3.8805 -4.0949 1.4215
C 5.1544 -3.3986 1.9440
O 5.0890 -1.9628 1.9148
C 5.1457 -1.3929 0.6868
C 4.9849 0.1180 0.6900
O 5.2455 -2.0290 -0.3225
H 3.6520 -4.9468 2.0384
H 3.9741 -4.2868 0.3514
H 3.0424 -3.3856 1.4515
H 5.3022 -3.6632 2.9916
H 6.0641 -3.6721 1.4086
H 5.3908 0.4644 -0.2571
H 5.5633 0.5719 1.4930
H 3.9370 0.3726 0.7809
C -1.3969 -2.0320 0.9704
C -0.9492 -2.5994 2.3104
O -1.6796 -3.8191 2.5681
C -1.1295 -4.9200 2.0908
C -1.9796 -6.1198 2.3179
O -0.0478 -4.9545 1.5243
H -2.3568 -1.5298 1.0208
H -1.3743 -2.8244 0.2210
H -0.7000 -1.2703 0.6087
H 0.1181 -2.7358 2.4504
H -1.3259 -1.9416 3.0871
H -2.8767 -6.0412 1.7043
H -2.2292 -6.2495 3.3759
H -1.4467 -7.0335 2.0672
C -2.2546 3.5496 1.6782
C -2.2518 5.0837 1.7516
O -1.3185 5.6258 0.8297
C -0.2653 6.2138 1.3167
C 0.6931 6.6153 0.2243
O -0.0735 6.3485 2.4838
H -3.1389 3.2376 2.2473
H -1.3773 3.1670 2.1948
H -2.3794 3.1579 0.6746
H -3.2389 5.4446 1.4557
H -2.0525 5.3794 2.7792
H 0.1537 6.9560 -0.6596
H 1.2799 5.7187 -0.0039
H 1.3667 7.3967 0.5418
F -1.2521 0.6121 2.6724
C -1.1385 0.7004 3.9836
C -0.2406 -0.1237 4.6326
C -0.3116 -0.1949 6.0156
C -1.1566 0.6345 6.7163
C -1.9892 1.5385 6.0408
C -1.9742 1.5315 4.6639
H 0.5283 -0.7221 4.1610
H 0.3937 -0.8152 6.5532
H -1.1737 0.5555 7.7990
H -2.6834 2.1841 6.5570
H -2.6785 2.0798 4.0479
F 3.3771 1.0733 3.1169
C 2.9090 1.9160 4.0344
C 2.9039 1.5458 5.3500
C 2.4303 2.4806 6.2614
C 1.9654 3.7187 5.8598
C 2.0018 4.0521 4.5258
C 2.4162 3.1306 3.5907
H 3.0099 0.5059 5.6311
H 2.4786 2.1807 7.3046
H 1.6081 4.4618 6.5580
H 1.7337 5.0335 4.1479
H 2.4957 3.3230 2.5260
F -1.1874 -2.7506 -3.9692
C -1.7302 -3.8194 -3.4969
C -1.2475 -4.4114 -2.3489
C -1.8637 -5.5789 -1.8907
C -2.9126 -6.1386 -2.5978
C -3.4230 -5.4826 -3.7099
C -2.8051 -4.3374 -4.1645
H -0.4437 -3.9585 -1.7723
H -1.4808 -6.0326 -0.9848
H -3.4029 -7.0069 -2.1675
H -4.3047 -5.8996 -4.1709
H -3.2600 -3.8041 -4.9956
F 0.8732 -0.8965 -2.3885
C 0.9241 0.1343 -1.5666
C 1.4018 -0.0548 -0.2978
C 1.2761 0.9951 0.6199
C 0.8174 2.2587 0.1976
C 0.3655 2.4199 -1.0972
C 0.3980 1.3477 -1.9914
H 1.6847 -1.0563 0.0172
H 1.5413 0.8916 1.6677
H 0.7792 3.0482 0.9425
H 0.0180 3.4027 -1.4033
H 0.0825 1.4096 -3.0274

---

ORCA calculation (ωB97M-V/def2-TZVPD) on a molecular structure, C41H55IrN8O at a distorted geometry.

Values from the calculation:
Total charge ... +2
LUMO level ... -8.0 eV
Energy ... -60203.0933 eV
M ... 868.16 g mol⁻¹
Gap between HOMO and LUMO ... 4.120 eV
Energy relative to the best compared isomer or geometry (same formula, charge and spin) ... 64.0 kcal/mol

Positions of all 106 atoms, in Å:
Ir -0.0254 1.1223 -0.4335
C 2.0139 -3.3455 -0.8588
C 3.2018 -3.1358 0.0757
C 4.5105 -3.1046 -0.7293
C 3.1065 -2.0228 1.1118
C 3.8436 -2.2863 2.2619
C 3.7511 -1.5103 3.3970
C 2.7974 -0.5068 3.4456
C 2.0471 -0.1755 2.3346
C 0.9621 0.8602 2.5280
C -0.1253 0.2626 3.4262
C 1.4791 2.1775 3.1082
C 2.2970 -0.8484 1.1017
N 1.7853 -0.3050 -0.0582
C 2.4486 -0.3980 -1.1952
C 1.8925 0.0164 -2.4029
C 2.4147 -0.0323 -3.7254
C 1.4365 0.4657 -4.5438
C 0.3245 0.8183 -3.7166
N 0.6112 0.5345 -2.4521
C -0.9966 1.3344 -4.1949
C -0.7781 2.4746 -5.1956
C -1.7000 0.1588 -4.9022
C -1.8896 1.8482 -3.0535
H 2.1594 -4.2823 -1.3928
H 1.9223 -2.5571 -1.6008
H 1.0903 -3.4218 -0.2907
H 3.2540 -4.0425 0.6908
H 4.4541 -2.4088 -1.5620
H 4.6961 -4.0911 -1.1457
H 5.3557 -2.8336 -0.1036
H 4.4903 -3.1502 2.2697
H 4.3640 -1.7298 4.2558
H 2.6422 0.0219 4.3723
H 0.4719 1.0924 1.5449
H 0.2830 0.0088 4.4002
H -0.5307 -0.6433 2.9824
H -0.9311 0.9777 3.5704
H 1.7600 2.0650 4.1522
H 0.6993 2.9338 3.0597
H 2.3452 2.5361 2.5563
H 3.4653 -0.7780 -1.1921
H 3.3838 -0.3999 -4.0007
H 1.4707 0.5607 -5.6090
H -0.2416 2.1425 -6.0779
H -0.2112 3.2811 -4.7370
H -1.7396 2.8669 -5.5123
H -1.1103 -0.2073 -5.7387
H -2.6621 0.4884 -5.2858
H -1.8632 -0.6655 -4.2110
H -1.7838 2.9239 -2.9461
H -1.6390 1.3776 -2.0913
H -2.9342 1.6321 -3.2661
C -3.4979 -4.9443 5.1464
C -4.2243 -4.4075 3.9642
C -4.9598 -5.2413 3.1167
C -5.6377 -4.7296 2.0335
C -5.5988 -3.3584 1.7488
N -6.3248 -2.9062 0.6524
C -6.3755 -1.6878 0.0171
O -7.3458 -1.3347 -0.5974
N -5.2525 -0.8534 0.1110
C -3.9256 -1.1904 -0.0209
C -3.4874 -2.4903 -0.3022
C -2.1325 -2.7299 -0.4007
C -1.2439 -1.6833 -0.2345
N -1.6436 -0.4330 0.0021
C -2.9478 -0.1936 0.1089
C -4.8680 -2.5155 2.5940
C -4.1983 -3.0399 3.6763
H -3.7827 -5.9705 5.3596
H -3.6924 -4.3328 6.0264
H -2.4211 -4.9175 4.9703
H -5.0057 -6.2986 3.3166
H -6.2099 -5.3863 1.3974
H -7.1050 -3.4959 0.3794
H -5.4909 0.1120 -0.0888
H -4.1910 -3.2874 -0.4680
H -1.7641 -3.7179 -0.6218
H -0.1817 -1.8403 -0.3084
H -3.2439 0.8284 0.3053
H -4.8679 -1.4491 2.4354
H -3.6595 -2.3734 4.3338
C 4.7656 3.6730 -0.9283
C 4.3829 2.5758 0.0495
N 2.9398 2.5156 0.1344
C 2.0923 3.4784 -0.2803
N 0.8081 3.1584 -0.3993
C -0.1049 4.2222 -0.7961
C 0.3469 5.5707 -0.2444
C 1.7374 5.8379 -0.7951
N 2.5926 4.6972 -0.5316
C 4.0248 4.9356 -0.5185
H 4.4593 3.3855 -1.9352
H 5.8383 3.8434 -0.9238
H 4.8089 2.7733 1.0389
H 4.7582 1.6087 -0.2882
H 2.5144 1.6168 0.3016
H -1.1073 3.9741 -0.4396
H -0.1373 4.2793 -1.8917
H 0.3741 5.5257 0.8461
H -0.3349 6.3651 -0.5472
H 2.1826 6.7137 -0.3177
H 1.6939 6.0197 -1.8759
H 4.3396 5.2490 0.4840
H 4.2354 5.7494 -1.2144